Entry 1:
The following is a DFT calculation (the ωB97M-V functional and the def2-TZVPD basis) of 2 unconnected molecules or ions with the total composition C9H20NPSi at a distorted geometry.

Results
energy above the lowest of the compared OMol25 structures with the same formula, charge and spin = 3.926 eV
total charge = 0
lowest unoccupied orbital energy (spin up / spin down) = -0.0282 / -0.0432 Eh
gap between HOMO and LUMO (spin up / spin down) = 0.28922 / 0.29808 Ha
HOMO (spin up / spin down) = -8.64 / -9.29 eV

Geometry as XYZ:
```
32
Properties=species:S:1:pos:R:3:forces:R:3
H -3.718 2.000 1.553 0.241 0.028 -0.395
H 4.827 1.085 -0.205 -1.046 -0.358 0.365
H -2.111 -0.172 -2.385 -1.602 0.388 0.251
C -3.704 1.901 0.452 1.266 0.090 -0.028
H -4.001 -1.978 0.075 0.321 0.144 0.520
H 2.223 -2.043 0.330 0.115 -0.930 1.170
H 1.916 -0.389 2.555 -0.502 0.089 -1.518
H -3.264 2.877 0.003 -1.083 -1.759 0.569
H 3.553 -0.029 -2.200 0.129 0.679 -1.628
H -3.096 -1.495 1.694 -0.875 -0.070 -1.568
H -4.571 -0.683 1.199 -0.173 -0.372 -0.205
C 3.487 0.206 1.318 -1.382 -0.501 -2.561
H -4.735 1.646 0.195 -0.104 0.665 -0.380
C 2.018 -0.130 1.441 0.115 -0.340 2.944
C -3.692 -1.175 0.759 0.834 0.556 1.864
P -0.134 -1.717 0.528 -2.292 2.154 -0.168
H 3.672 0.982 1.987 0.941 0.687 1.802
C 1.563 -1.199 0.472 0.795 1.621 -1.009
C 1.833 -0.582 -0.886 -0.316 1.354 -3.559
H 1.249 0.407 -1.044 1.094 -1.348 0.613
H 3.207 1.696 -0.241 -0.979 0.884 -0.108
N -1.136 0.468 0.155 3.422 -2.539 0.694
C 3.379 -0.351 -1.226 -2.469 2.688 4.714
H 3.934 -0.766 1.424 1.317 0.056 0.492
H 1.490 0.791 1.250 -0.783 0.094 0.023
Si -2.797 0.266 -0.087 -2.809 -0.172 -0.354
C 3.738 0.802 -0.055 2.792 -2.527 -2.557
H 1.376 -1.195 -1.691 0.285 -0.118 0.318
H 3.998 -1.165 -0.979 0.596 -1.357 0.142
C -3.162 -0.038 -1.927 2.414 1.470 -0.249
H -3.712 -0.922 -2.168 -0.576 -0.391 0.013
H -3.629 0.905 -2.296 0.316 -0.866 -0.208
```
Forces are in eV/Å.

Here are the Mulliken charges for atoms 1 to 8, given in e: 0.318 0.296 0.225 -1.011 0.317 0.238 0.309 0.248

Entry 2:
The following is a DFT calculation (the ωB97M-V functional and the def2-TZVPD basis) of a molecular structure, C9H21Cl2O3P2Zr at a distorted geometry.

Results
total charge = +3
lowest unoccupied orbital energy = -0.4445 Eh
gap between HOMO and LUMO = 0.32734 Ha
HOMO = -21.00 eV

Geometry as XYZ:
```
38
Properties=species:S:1:pos:R:3:forces:R:3
H -2.238 -1.751 -3.652 0.098 0.174 0.143
H 1.242 -1.114 -2.979 -0.027 -0.296 -0.153
H -1.467 0.806 4.042 0.231 0.019 0.038
C 0.129 -1.691 3.560 -0.071 -0.194 -0.108
H 1.345 -2.458 -1.815 -0.126 0.013 -0.254
H 0.735 -2.417 2.996 -0.124 0.235 0.206
H -0.934 -1.921 3.409 0.212 0.106 0.124
H -3.362 3.744 -3.031 -0.059 -0.004 -0.065
O 0.048 0.023 1.497 -1.144 0.790 -2.749
O 2.183 1.481 -1.593 -3.428 -1.863 2.124
H 2.648 0.443 3.955 -0.061 -0.036 -0.045
Zr -1.100 0.515 -0.060 -0.273 0.059 2.194
C 0.697 -1.962 -2.550 0.625 0.488 0.370
H -2.404 -2.722 -0.490 0.191 -0.198 -0.346
C 2.246 0.232 2.961 0.167 0.012 0.017
H -1.903 -3.531 -2.016 0.218 0.251 0.182
H -2.712 -0.255 -2.800 0.036 -0.256 -0.179
H -2.875 4.783 -1.696 -0.179 0.063 -0.292
H 2.733 -0.668 2.566 -0.056 0.119 0.094
C -0.449 1.182 3.873 -0.101 0.085 0.202
H -0.521 2.136 3.333 0.237 -0.226 0.081
C -2.514 4.018 -2.394 -0.036 0.534 0.355
Cl -3.160 2.687 -0.103 0.595 -0.329 -0.559
Cl -3.015 -0.423 0.978 0.954 0.311 -0.802
C -1.558 -2.929 -1.162 -0.338 -0.006 0.770
H -0.808 -3.491 -0.591 -0.141 0.042 -0.155
C -1.857 -0.858 -3.141 -0.226 0.653 0.090
C -2.157 2.882 -1.540 1.459 0.178 -0.185
P 0.492 -0.048 2.986 0.517 -0.280 1.434
H 0.032 1.370 4.842 -0.170 -0.026 -0.117
H -1.276 -0.251 -3.847 -0.078 -0.126 0.124
C 1.269 1.036 -1.056 3.532 1.956 -2.143
O -1.152 2.134 -1.656 -1.896 0.339 0.891
H 0.373 -1.774 4.624 -0.031 -0.026 -0.058
H 0.396 -2.671 -3.335 0.082 0.227 0.226
H 2.474 1.069 2.296 -0.001 0.039 0.154
P -0.808 -1.377 -1.740 -0.548 -2.191 -1.664
H -1.700 4.457 -2.985 -0.040 -0.636 0.054
```
Forces are in eV/Å.

Here are the Mulliken charges for atoms 1 to 8, given in e: 0.458 0.432 0.352 -1.066 0.410 0.364 0.350 0.359

Entry 3:
The following is a DFT calculation (the ωB97M-V functional and the def2-TZVPD basis) of 6 unconnected molecules or ions with the total composition C9H21Cl6N3O6.

Results
energy above the lowest of the compared OMol25 structures with the same formula, charge and spin = 0.277 eV
total charge = 0
lowest unoccupied orbital energy = -0.0087 Eh
gap between HOMO and LUMO = 0.37824 Ha
HOMO = -10.53 eV

Geometry as XYZ:
```
45
Properties=species:S:1:pos:R:3:forces:R:3
O 1.722 -0.388 -3.425 0.161 -0.016 -0.035
H 0.789 1.554 -0.641 -0.077 0.191 0.309
H -4.340 -0.296 -0.981 -0.080 0.077 -0.118
C 6.001 1.515 2.141 0.029 0.733 -0.419
C -3.123 -0.635 -2.720 -0.106 0.351 0.289
H 5.873 1.068 0.088 0.321 -0.091 -0.091
O 0.876 -2.872 0.280 0.031 0.033 -0.038
Cl -3.738 0.679 -3.767 -0.021 -0.030 -0.033
H -2.788 -1.442 -3.360 0.006 -0.057 -0.069
H 5.086 2.104 2.199 -0.107 -0.242 0.160
Cl 4.327 -0.360 1.038 0.284 -0.059 0.155
H 0.351 1.564 -5.520 -0.026 -0.035 -0.060
H 1.611 0.402 0.541 0.163 0.497 0.004
C 0.706 -2.516 2.554 -0.532 0.174 -0.440
Cl -6.164 1.411 3.382 0.087 -0.143 -0.057
Cl 6.344 0.796 3.710 0.035 -0.072 0.205
O 2.296 -3.874 1.552 0.084 -0.150 0.041
C 0.812 0.580 -0.166 0.290 -0.830 -0.296
H -3.748 -1.936 -1.145 0.050 -0.033 -0.092
H 0.670 -3.200 3.391 0.415 -0.041 0.063
C 1.096 0.808 -5.310 -0.036 0.045 0.037
H 1.273 -1.605 2.722 0.096 -0.084 0.336
H 0.975 -0.075 -5.929 -0.064 -0.035 -0.013
O -1.457 0.119 -0.051 -0.194 0.128 0.043
O -0.370 0.302 1.795 -0.138 0.094 -0.050
N 0.906 0.376 -3.895 0.080 -0.096 -0.146
Cl -5.697 -1.581 -2.401 -0.093 -0.129 -0.075
H 0.888 -0.162 -0.959 -0.224 0.002 0.033
C -3.426 1.125 3.111 -0.163 -0.299 -0.771
H -2.299 -0.190 -2.165 0.142 -0.267 -0.176
H 6.692 -0.230 1.034 0.129 -0.008 -0.010
Cl -3.118 2.120 4.539 0.040 -0.003 0.117
C 5.911 0.519 1.025 -0.921 0.001 -0.271
H 6.774 2.245 1.878 0.205 -0.288 0.275
H -4.837 0.879 1.504 0.034 -0.150 0.087
H -0.298 -2.241 2.250 0.006 0.018 0.026
N 1.341 -3.158 1.368 -0.085 0.074 0.069
H 2.106 1.186 -5.424 0.055 -0.012 0.117
C -4.691 1.517 2.373 -0.021 0.365 0.058
H -3.447 0.067 3.367 -0.087 0.115 0.369
H -4.643 2.545 2.019 0.075 -0.009 0.106
N -0.444 0.326 0.580 0.188 -0.096 -0.013
C -4.143 -1.087 -1.701 0.134 0.087 0.202
H -2.591 1.245 2.423 0.023 0.115 0.087
O -0.065 0.793 -3.306 -0.194 0.172 0.084
```
Forces are in eV/Å.

Here are the Mulliken charges for atoms 1 to 8, given in e: -0.522 0.310 0.082 -0.398 0.156 0.260 -0.515 -0.214

Entry 4:
The following is a DFT calculation (the ωB97M-V functional and the def2-TZVPD basis) of 4 unconnected molecules or ions with the total composition C9H21ClN3O3.

Results
energy above the lowest of the compared OMol25 structures with the same formula, charge and spin = 0.231 eV
total charge = -1
lowest unoccupied orbital energy = 0.1119 Eh
gap between HOMO and LUMO = 0.33243 Ha
HOMO = -6.00 eV

Geometry as XYZ:
```
37
Properties=species:S:1:pos:R:3:forces:R:3
H 3.827 -0.265 -0.864 -0.054 0.046 0.013
H -1.836 2.309 0.527 0.008 0.002 -0.014
H -0.750 -2.537 2.487 0.023 0.007 0.019
C -0.039 1.755 -2.938 0.060 0.096 0.059
C -3.168 0.574 3.081 0.212 -0.232 0.081
N -0.559 2.034 -1.620 -0.130 -0.153 0.002
C -1.659 3.301 0.112 -0.012 -0.084 -0.004
H -4.131 0.353 2.622 -0.084 0.135 -0.029
H 4.308 -2.006 -2.482 0.022 -0.001 -0.140
H -1.732 -0.577 2.011 -0.106 -0.025 -0.060
O -1.025 4.210 -2.019 -0.012 0.115 -0.029
H 1.244 -1.173 -0.754 -0.265 -0.291 -0.277
C 3.559 -2.775 -2.653 -0.033 -0.081 0.442
H -0.708 1.224 -1.012 0.033 0.055 0.055
C -1.061 3.232 -1.279 0.107 -0.057 -0.014
H -0.809 -3.173 4.162 -0.057 -0.021 0.028
N -2.246 -0.522 2.892 0.220 -0.023 0.168
H 3.282 -0.069 -2.537 -0.029 0.003 0.021
H 2.397 0.715 -1.249 -0.050 -0.002 0.117
H -0.633 2.254 -3.703 -0.031 0.007 0.004
H -0.976 3.836 0.774 0.022 0.029 -0.045
O -2.371 -1.308 5.027 0.154 0.043 -0.377
N 2.047 -1.321 -1.370 0.273 0.143 0.142
C -1.871 -1.334 3.900 -0.219 0.004 0.306
H -3.304 0.722 4.150 -0.075 0.016 0.013
C 2.263 -2.555 -1.881 -0.184 -0.077 -0.088
H -0.072 0.677 -3.086 0.032 -0.002 -0.029
C -0.746 -2.281 3.546 0.054 0.031 -0.075
H 0.200 -1.780 3.763 -0.004 -0.022 -0.005
H -2.591 3.860 0.066 -0.001 0.012 -0.010
H 0.995 2.098 -3.045 -0.022 -0.001 -0.028
H 3.950 -3.725 -2.291 0.030 -0.032 -0.145
Cl -0.812 -0.683 -0.004 0.011 0.101 0.127
C 2.942 -0.189 -1.507 0.040 -0.077 -0.140
H 3.345 -2.874 -3.715 -0.009 0.048 -0.068
O 1.476 -3.484 -1.755 0.214 0.208 0.043
H -2.739 1.474 2.643 -0.140 0.079 -0.064
```
Forces are in eV/Å.

Here are the Mulliken charges for atoms 1 to 8, given in e: 0.334 -0.012 0.285 -0.997 -0.920 0.256 -0.588 0.242

Entry 5:
The following is a DFT calculation (the ωB97M-V functional and the def2-TZVPD basis) of a molecular structure, C9H21ClN3PbS5.

Results
energy above the lowest of the compared OMol25 structures with the same formula, charge and spin = 0.506 eV
total charge = +1
lowest unoccupied orbital energy = -0.0858 Eh
gap between HOMO and LUMO = 0.30301 Ha
HOMO = -10.58 eV

Geometry as XYZ:
```
40
Properties=species:S:1:pos:R:3:forces:R:3
H -4.159 -0.086 0.340 -0.054 0.017 0.021
H -4.202 0.956 1.764 -0.082 -0.050 -0.014
H 0.674 -3.681 1.399 0.016 -0.053 0.037
S -1.816 -1.863 0.980 -0.041 0.075 0.404
H -0.313 -0.090 3.514 0.004 0.001 0.029
H -2.211 -0.244 2.702 -0.019 -0.007 0.021
H -3.004 3.228 1.838 0.027 0.090 0.005
H -1.456 -3.620 2.554 0.025 0.005 0.135
S 0.465 1.793 2.231 -0.192 -0.134 0.361
C 1.777 -0.520 3.153 -0.104 -0.096 -0.281
C -0.953 -2.666 2.392 -0.153 0.020 -0.241
H -3.610 -1.300 2.453 -0.012 0.055 0.060
N 4.647 -1.189 -1.908 -0.098 -0.171 0.003
H -1.700 1.646 3.273 -0.012 0.028 0.022
H 4.996 -2.060 -2.273 0.049 0.052 -0.011
C -1.209 2.409 2.672 0.290 0.029 -0.088
H 2.704 0.031 2.987 0.031 -0.027 0.070
Cl -0.695 0.298 -2.864 -0.131 -0.008 -0.132
H -1.121 -2.046 3.270 -0.001 -0.016 0.010
H 0.746 -1.491 -2.652 0.093 -0.033 -0.030
H -1.065 3.289 3.299 -0.086 -0.022 0.052
C 3.357 -1.000 -1.604 0.021 0.211 0.061
H 1.928 -1.190 4.000 0.061 0.067 0.063
S 1.625 -1.576 1.671 -0.084 -0.192 0.380
H 2.910 -2.784 -2.442 -0.056 -0.013 -0.087
C -2.063 2.813 1.475 -0.020 -0.357 -0.105
H 0.946 -3.359 3.108 -0.039 -0.110 -0.014
N 2.539 -2.037 -1.873 0.142 -0.128 -0.078
H 5.295 -0.448 -1.706 0.042 -0.001 0.004
S 2.886 0.480 -0.945 0.363 -0.007 -0.110
N 1.148 -1.914 -1.807 -0.017 0.064 0.051
Pb 0.134 0.111 -0.380 -0.138 0.104 -0.533
C -2.853 -0.697 1.950 0.037 -0.212 -0.142
H 0.825 0.911 4.427 -0.019 -0.079 0.052
H 0.734 -2.826 -1.657 0.080 -0.036 0.056
S -2.476 1.549 0.221 -0.291 0.148 0.347
C 0.532 -2.942 2.189 0.117 0.353 -0.104
H -1.561 3.586 0.892 -0.043 0.055 0.015
C -3.546 0.371 1.117 0.303 0.138 -0.146
C 0.635 0.440 3.461 -0.006 0.241 -0.144
```
Forces are in eV/Å.

Here are the Mulliken charges for atoms 1 to 8, given in e: 0.424 0.465 0.385 -0.058 -0.315 -0.474 0.444 0.491

Entry 6:
The following is a DFT calculation (the ωB97M-V functional and the def2-TZVPD basis) of a molecular structure, C9H21ClNO5P2Y at a distorted geometry.

Results
energy above the lowest of the compared OMol25 structures with the same formula, charge and spin = 6.757 eV
total charge = +2
lowest unoccupied orbital energy (spin up / spin down) = -0.3497 / -0.4174 Eh
gap between HOMO and LUMO (spin up / spin down) = 0.26318 / 0.20007 Ha
HOMO (spin up / spin down) = -16.68 / -16.80 eV

Geometry as XYZ:
```
40
Properties=species:S:1:pos:R:3:forces:R:3
C -2.106 0.146 -2.306 -1.332 0.636 -0.603
H -3.728 -0.464 0.136 -0.100 0.085 0.241
H 0.858 1.899 -2.957 0.231 -0.163 -0.101
P -1.837 -0.063 1.579 -4.092 -0.237 3.618
H -2.798 -0.485 -2.878 0.106 0.130 0.061
C 2.870 -1.123 -1.712 -0.212 -0.767 0.367
O 1.346 -0.195 1.505 0.576 0.713 0.708
H -3.523 1.271 0.473 0.002 -0.154 0.193
H 2.228 -1.912 -2.127 0.228 0.118 -0.029
H -1.016 -1.882 2.899 -0.291 -0.016 0.006
C 0.525 -1.808 0.438 0.732 -5.808 0.301
H 2.370 1.211 -3.628 0.035 -0.092 0.031
C 3.026 1.589 -0.725 -0.313 0.238 0.803
H 0.871 0.234 -3.607 0.198 0.133 -0.055
O 1.904 -0.023 3.640 -0.305 -0.578 -3.034
C 1.459 0.987 -3.069 -0.788 0.109 -0.131
H -0.861 0.673 3.625 -0.082 0.111 -0.037
H 3.751 1.892 -1.488 -0.093 -0.087 0.040
C -1.950 -1.684 2.356 0.397 -0.540 -0.148
H -2.798 -1.694 3.048 0.088 0.029 -0.019
H -4.214 0.201 1.724 0.067 -0.055 0.004
C -1.581 1.109 2.924 0.647 0.366 -0.026
Y -0.027 0.092 -0.011 0.453 8.016 2.217
H 2.448 2.457 -0.382 0.235 -0.073 -0.192
H -2.651 0.788 -1.602 0.302 -0.257 -0.151
C -3.481 0.268 0.916 -0.145 0.167 -0.748
P 1.908 0.370 -1.436 4.604 0.944 -3.343
H -1.589 0.829 -2.989 0.090 -0.099 0.079
H 3.684 -0.909 -2.413 -0.092 0.089 0.030
H 3.533 1.154 0.144 0.025 0.039 -0.203
C -1.117 -0.752 -1.670 -2.153 -3.766 -4.486
O 3.350 -0.840 2.226 -2.739 0.939 -0.707
N 2.229 -0.363 2.486 3.018 -0.431 3.794
O 0.862 -2.817 0.701 1.234 -3.144 1.015
H -1.162 2.050 2.541 -0.234 -0.158 0.183
O -0.879 -1.861 -2.047 0.104 1.201 0.726
Cl -0.563 2.307 -0.570 -0.442 2.209 -0.392
H 3.291 -1.478 -0.763 -0.004 0.095 -0.166
H -2.091 -2.466 1.599 -0.068 0.104 0.236
H -2.541 1.295 3.418 0.112 -0.044 -0.082
```
Forces are in eV/Å.

Here are the Mulliken charges for atoms 1 to 8, given in e: -1.166 0.420 0.357 1.537 0.438 -1.267 -0.584 0.385